# C39H60F24O15S6

A 9-piece molecular cluster, C39H60F24O15S6 overall (wB97M-V/def2-TZVPD, the OMol25 dataset).

- structure (SMILES) = FC(F)C(F)(F)COC(F)(F)C(F)F.FC(F)C(F)(F)COC(F)(F)C(F)F.FC(F)C(F)(F)COC(F)(F)C(F)F.O=S1(=O)CCCC1.O=S1(=O)CCCC1.O=S1(=O)CCCC1.O=S1(=O)CCCC1.O=S1(=O)CCCC1.O=S1(=O)CCCC1
- 2S+1 = 1
- energy above the lowest of the compared OMol25 structures with the same formula, charge and spin (kJ/mol) = 0.0
- strongest force on any atom (eV Å⁻¹) = 4.94
- gap between HOMO and LUMO (eV) = 9.8
- charge = 0

Cartesian coordinates (Å):
F1 -0.1701 1.7287 6.6238
C1 -0.3384 1.0311 5.4561
F2 0.9247 0.8875 4.9878
C2 -1.1985 -0.2466 5.5964
F3 -0.6467 -1.0096 6.4827
F4 -1.0348 -0.9172 4.4847
C3 -2.7311 0.0711 5.7162
O1 -3.2327 0.8444 4.6310
C4 -3.9365 2.0904 4.9056
F5 -5.2041 1.6934 5.1012
F6 -3.4562 2.7177 5.9212
C5 -3.6632 2.9968 3.6485
F7 -3.9984 4.2650 3.7935
F8 -2.3494 2.9948 3.2685
H1 -0.9004 1.7347 4.8420
H2 -2.9418 0.4914 6.6996
H3 -3.2807 -0.8702 5.7185
H4 -4.0970 2.5876 2.7362
F9 5.0197 2.9918 -1.4653
C6 4.4526 3.0492 -2.6732
F10 3.5940 1.9995 -2.7407
C7 3.7557 4.3837 -3.0860
F11 4.6420 5.4097 -3.2011
F12 3.0289 4.7393 -2.0346
C8 2.8746 4.1878 -4.3442
O2 3.4546 3.5422 -5.5069
C9 2.6504 3.3137 -6.6551
F13 1.5665 2.6255 -6.2609
F14 2.2200 4.5332 -6.9714
C10 3.3792 2.5966 -7.7352
F15 2.8740 2.7002 -8.9549
F16 4.6527 3.0315 -7.8184
H5 5.1987 2.8256 -3.4357
H6 2.4573 5.1572 -4.6166
H7 1.9880 3.6217 -4.0587
H8 3.4999 1.5316 -7.5367
F17 3.6153 2.0947 3.2196
C11 2.5473 2.8882 2.9053
F18 2.7252 4.0583 3.5970
C12 2.2906 3.1803 1.4626
F19 3.2205 3.9888 0.9677
F20 1.1590 3.9031 1.3142
C13 2.4008 1.8806 0.5880
O3 1.7140 0.7499 1.1592
C14 0.8730 -0.0472 0.2604
F21 1.4467 0.0062 -0.9203
F22 0.9430 -1.2921 0.6569
C15 -0.5553 0.5043 0.2091
F23 -1.0073 0.6591 1.4547
F24 -0.5283 1.6587 -0.4199
H9 1.7173 2.3674 3.3828
H10 3.4334 1.5355 0.5358
H11 2.0958 2.0916 -0.4370
H12 -1.2181 -0.1956 -0.2998
O4 -2.5374 -6.6066 3.4456
S1 -1.2357 -5.9089 3.5141
O5 -0.1942 -6.4610 4.4136
C16 -0.6141 -5.7135 1.8394
C17 0.0487 -4.3158 1.8144
C18 -0.8346 -3.3856 2.5600
C19 -1.4993 -4.0920 3.7860
H13 -1.5456 -5.8070 1.2811
H14 0.1060 -6.5087 1.6467
H15 0.9853 -4.2102 2.3617
H16 0.3094 -3.9480 0.8220
H17 -1.6072 -2.9126 1.9539
H18 -0.2289 -2.5825 2.9799
H19 -2.5582 -3.8427 3.7192
H20 -1.1872 -3.8787 4.8084
O6 -6.0372 0.1652 0.2656
S2 -5.0821 -0.8738 0.6611
O7 -3.8723 -1.0465 -0.1833
C20 -4.5438 -0.5747 2.3766
C21 -5.5403 -1.2647 3.2867
C22 -5.7907 -2.6853 2.6256
C23 -5.9862 -2.5066 1.0596
H21 -4.3457 0.4819 2.5564
H22 -3.5969 -1.1137 2.3445
H23 -5.1830 -1.2856 4.3162
H24 -6.4842 -0.7295 3.3908
H25 -6.5541 -3.2808 3.1265
H26 -4.9010 -3.2982 2.7702
H27 -7.0361 -2.2139 1.0528
H28 -5.8421 -3.2965 0.3224
O8 1.1119 -4.5521 -3.8348
S3 1.8664 -3.5186 -4.5634
O9 3.2452 -3.9399 -4.9296
C24 0.9984 -2.7498 -6.0091
C25 1.1821 -1.2326 -5.8101
C26 1.1076 -1.0319 -4.2827
C27 2.1193 -1.9421 -3.5787
H29 -0.0498 -3.0328 -5.9118
H30 1.3823 -3.2813 -6.8799
H31 2.1489 -0.9612 -6.2340
H32 0.5035 -0.5523 -6.3247
H33 0.1213 -1.2526 -3.8743
H34 1.3522 -0.0042 -4.0141
H35 1.9098 -2.2008 -2.5408
H36 3.1559 -1.6444 -3.7370
O10 -5.0660 1.0598 -4.5129
S4 -4.5291 1.4507 -3.2002
O11 -5.3866 1.5026 -2.0131
C28 -2.9919 0.4695 -2.8259
C29 -1.9086 1.2045 -3.5889
C30 -2.1468 2.7369 -3.5592
C31 -3.6293 3.0977 -3.3358
H37 -3.1361 -0.5750 -3.1023
H38 -2.6908 0.6445 -1.7930
H39 -0.9651 0.7692 -3.2597
H40 -1.9535 0.9550 -4.6490
H41 -1.7959 3.2522 -4.4534
H42 -1.5537 3.2066 -2.7745
H43 -4.2525 3.5653 -4.0980
H44 -3.8525 3.4892 -2.3433
O12 7.0608 0.8581 4.2502
S5 7.8179 2.0198 3.8590
O13 9.1124 1.9825 3.1517
C32 6.7487 3.3809 3.1533
C33 6.5020 4.3823 4.2892
C34 7.7933 4.4919 5.1314
C35 8.1406 3.0925 5.4053
H45 5.9323 2.9145 2.6019
H46 7.4062 3.9252 2.4755
H47 6.1720 5.3178 3.8375
H48 5.7207 4.0269 4.9609
H49 7.6284 5.0376 6.0605
H50 8.6737 4.8616 4.6058
H51 7.6029 2.5526 6.1846
H52 9.1912 3.0029 5.6815
O14 -1.3730 -2.8535 -1.2995
S6 -2.3691 -3.9348 -1.0411
O15 -2.9068 -4.1041 0.2863
C36 -3.7678 -3.7800 -2.2704
C37 -3.2788 -4.3164 -3.5828
C38 -2.1972 -5.3625 -3.2738
C39 -1.8089 -5.4858 -1.7407
H53 -4.0775 -2.7384 -2.1848
H54 -4.6618 -4.3149 -1.9500
H55 -4.0627 -4.6299 -4.2722
H56 -2.7683 -3.5243 -4.1307
H57 -1.2950 -5.1721 -3.8550
H58 -2.5868 -6.3294 -3.5922
H59 -0.7524 -5.6934 -1.5705
H60 -2.4303 -6.2058 -1.2082

These are the Mulliken partial charges, in e, on atoms 1 to 99:
1. F -0.37
2. C 0.59
3. F -0.23
4. C 1.01
5. F -0.36
6. F -0.21
7. C -1.10
8. O 0.16
9. C 0.59
10. F -0.32
11. F -0.27
12. C 0.29
13. F -0.28
14. F -0.16
15. H -0.12
16. H 0.51
17. H 0.34
18. H 0.15
19. F -0.27
20. C 0.00
21. F -0.10
22. C 1.05
23. F -0.32
24. F -0.23
25. C -0.91
26. O -0.39
27. C 0.96
28. F -0.26
29. F -0.32
30. C 0.28
31. F -0.26
32. F -0.27
33. H 0.23
34. H 0.40
35. H 0.30
36. H 0.13
37. F -0.28
38. C 0.91
39. F -0.33
40. C 0.80
41. F -0.35
42. F -0.31
43. C -0.24
44. O -0.53
45. C -0.16
46. F -0.15
47. F -0.13
48. C 1.35
49. F 0.04
50. F -0.17
51. H -0.44
52. H 0.42
53. H 0.23
54. H -0.63
55. O -0.71
56. S 1.18
57. O -0.69
58. C -0.62
59. C -0.94
60. C 1.15
61. C -0.75
62. H 0.05
63. H 0.59
64. H 0.58
65. H 0.08
66. H -0.63
67. H 0.22
68. H 0.11
69. H 0.42
70. O -0.70
71. S 0.85
72. O -0.23
73. C 0.83
74. C -0.52
75. C -0.35
76. C -0.68
77. H -0.67
78. H -0.44
79. H 0.21
80. H 0.37
81. H 0.55
82. H -0.22
83. H 0.42
84. H 0.35
85. O -0.60
86. S 1.11
87. O -0.73
88. C -0.75
89. C -0.82
90. C 0.36
91. C -0.74
92. H 0.28
93. H 0.51
94. H 0.20
95. H 0.45
96. H -0.39
97. H 0.41
98. H 0.28
99. H 0.43

=====

# C39H60GeN5O3P3RuS4

C39H60GeN5O3P3RuS4 as an isolated structure (wB97M-V/def2-TZVPD, the OMol25 dataset).

- 2S+1 = 5
- energy above the lowest of the compared OMol25 structures with the same formula, charge and spin (kJ/mol) = 3.6
- strongest force on any atom (eV Å⁻¹) = 1.97
- gap between HOMO and LUMO (alpha / beta) (eV) = 6.8 / 5.2
- charge = 0

Cartesian coordinates (Å):
Ru1 0.1806 0.9637 -1.6814
C1 5.2655 -1.7150 -0.5393
C2 4.1080 -1.2809 0.3837
C3 3.1488 -2.4840 0.6790
P1 3.1851 0.2185 -0.2305
C4 2.3998 0.8944 1.3246
N1 1.3334 0.0742 1.8195
Ge1 -0.1852 0.1581 0.6400
N2 -1.5732 1.2246 1.5203
C5 -2.0093 2.4523 0.8525
P2 -2.5184 2.0345 -0.8417
C6 -4.1829 1.4348 -0.5016
C7 -5.0924 2.5029 0.1508
C8 -4.2010 0.2082 0.4204
C9 -2.8141 3.7147 -1.5620
C10 -1.5393 4.4583 -1.8979
C11 -3.7162 3.5919 -2.7819
C12 -1.4403 1.3783 2.8976
C13 -1.6222 2.5502 3.6495
C14 -1.4504 2.5816 5.0375
C15 -1.1996 1.4326 5.7639
C16 -0.9710 0.2458 5.0142
C17 -1.1048 0.2034 3.6432
N3 -0.7216 -0.9474 2.9102
C18 0.5121 -1.5251 3.3122
C19 0.6080 -2.6799 4.0935
C20 1.8912 -3.0367 4.5037
C21 2.9143 -2.1186 4.2981
C22 2.8183 -1.0023 3.4461
C23 1.6055 -0.8087 2.8155
C24 -1.7600 -1.8445 2.5184
C25 -2.7211 -2.2686 3.3957
C26 -3.6082 -3.2466 3.0134
C27 -3.5028 -3.7529 1.7312
C28 -2.5938 -3.2812 0.7795
C29 -1.6812 -2.2912 1.1767
N4 -0.7351 -1.6685 0.4252
C30 -0.3667 -2.4042 -0.7678
P3 -0.2078 -1.3682 -2.2984
C31 1.0839 -2.5309 -3.1196
C32 1.1333 -2.4110 -4.6533
C33 2.4687 -2.3092 -2.4970
C34 -1.7565 -1.5922 -3.3138
C35 -2.8333 -0.5597 -2.9773
C36 -2.3304 -3.0050 -3.2572
C37 4.4017 1.5463 -0.4721
C38 4.8899 1.6329 -1.9460
C39 5.5995 1.5754 0.4647
H1 5.6726 -2.6678 -0.1292
H2 6.0593 -0.9766 -0.5581
H3 4.9453 -1.9693 -1.5428
H4 4.5860 -0.9129 1.2898
H5 3.2457 -3.1974 -0.1351
H6 2.1357 -2.1549 0.7327
H7 3.4475 -2.9258 1.6099
H8 2.0613 1.9039 1.0663
H9 3.1613 1.0404 2.1022
H10 -1.2112 3.2526 0.8230
H11 -2.8419 2.8014 1.4436
H12 -4.6834 1.2490 -1.4743
H13 -4.7098 2.8975 1.0744
H14 -6.0468 1.9796 0.3330
H15 -5.2568 3.3475 -0.5069
H16 -3.7247 0.4376 1.3563
H17 -3.5845 -0.6697 0.0535
H18 -5.2246 -0.1530 0.5161
H19 -3.4050 4.2556 -0.7561
H20 -0.9438 3.9497 -2.6905
H21 -0.9289 4.6168 -1.0079
H22 -1.7862 5.4616 -2.2131
H23 -3.5373 2.6999 -3.3809
H24 -3.4918 4.4374 -3.4854
H25 -4.7946 3.6027 -2.5352
H26 -1.9920 3.4442 3.1719
H27 -1.6445 3.5305 5.5202
H28 -0.9712 1.4610 6.8354
H29 -0.6447 -0.6584 5.4860
H30 -0.2705 -3.2831 4.3076
H31 2.0757 -3.8787 5.1167
H32 3.8708 -2.3550 4.7902
H33 3.7540 -0.5354 3.1651
H34 -2.6787 -1.8812 4.4347
H35 -4.3683 -3.6024 3.6627
H36 -4.2045 -4.5099 1.4144
H37 -2.5261 -3.7112 -0.2177
H38 -1.0541 -3.2432 -0.9776
H39 0.6178 -2.7807 -0.7033
H40 0.6556 -3.4906 -2.8305
H41 1.4432 -1.4204 -4.9936
H42 0.1795 -2.5394 -5.1108
H43 1.8547 -3.1315 -5.0913
H44 2.9049 -1.4141 -2.9556
H45 3.0533 -3.2014 -2.7262
H46 2.3664 -2.2023 -1.4502
H47 -1.3471 -1.4241 -4.3172
H48 -3.2066 -0.6842 -1.9107
H49 -3.7030 -0.7877 -3.6196
H50 -2.5149 0.4636 -3.0423
H51 -2.9349 -3.1525 -2.3428
H52 -1.5901 -3.7676 -3.3300
H53 -2.9743 -3.0956 -4.1371
H54 3.8212 2.4592 -0.3050
H55 5.4371 0.7264 -2.2554
H56 5.5405 2.5096 -2.0082
H57 4.0058 1.7899 -2.5964
H58 6.5246 1.0975 0.0974
H59 5.3387 1.0808 1.4250
H60 5.8542 2.5759 0.7520
S1 1.8898 3.8933 -2.5936
S2 3.5442 4.8747 -1.8158
S3 3.1933 5.4756 0.0013
S4 1.1513 2.9071 -0.9935
O1 0.2104 1.3742 -5.5444
N5 0.3436 1.3086 -4.3299
O2 -0.6477 1.5921 -3.5460
O3 1.3905 0.9353 -3.7625

These are the Mulliken partial charges, in e, on atoms 1 to 99:
1. Ru -0.73
2. C -1.57
3. C 0.53
4. C -1.84
5. P 0.86
6. C -2.40
7. N 0.47
8. Ge -0.33
9. N 0.77
10. C -2.54
11. P 2.09
12. C 0.15
13. C -1.64
14. C -1.11
15. C 0.51
16. C -1.71
17. C -1.53
18. C 0.51
19. C -0.64
20. C -0.80
21. C -1.07
22. C -0.44
23. C -0.20
24. N 1.67
25. C -0.19
26. C -0.02
27. C -1.22
28. C -0.82
29. C -0.88
30. C 0.68
31. C -0.13
32. C -0.07
33. C -1.29
34. C -1.01
35. C -0.65
36. C 0.66
37. N 1.31
38. C -2.09
39. P 1.74
40. C -0.31
41. C -1.60
42. C 0.07
43. C 0.81
44. C -1.24
45. C -2.00
46. C 1.73
47. C -1.35
48. C -1.66
49. H 0.46
50. H 0.36
51. H 0.18
52. H 0.86
53. H 0.72
54. H 0.03
55. H 0.35
56. H 0.37
57. H 1.04
58. H 0.64
59. H 0.57
60. H 0.65
61. H 0.19
62. H 0.49
63. H 0.38
64. H 0.14
65. H -0.21
66. H 0.55
67. H 0.62
68. H 0.02
69. H 0.34
70. H 0.63
71. H 0.24
72. H 0.42
73. H 0.28
74. H 0.45
75. H 0.39
76. H 0.36
77. H 0.49
78. H 0.53
79. H 0.50
80. H 0.35
81. H 0.45
82. H 0.41
83. H 0.50
84. H 0.40
85. H 0.42
86. H 0.42
87. H 0.19
88. H 0.66
89. H 0.31
90. H 0.42
91. H 0.41
92. H 0.36
93. H 0.62
94. H -1.34
95. H 0.62
96. H 0.07
97. H 0.53
98. H -0.10
99. H 0.28